--- 1 ---
An isolated molecule of C3H5BrS. Source: the OMol25 dataset; level of theory: ωB97M-V/def2-TZVPD.

Values from the calculation:
Total charge: 0
Kohn-Sham gap (alpha / beta): 8.101 / 7.742 eV
Structure (SMILES): C=C(Br)SC
E_HOMO (alpha / beta): -0.2954 / -0.2809 Eh

Element x y z (Å)
H  -1.467  -1.554  0.406
H  0.200  1.233  -3.122
H  -0.373  -1.670  2.007
H  -1.221  -0.369  1.678
H  1.928  0.831  -2.409
Br  -1.819  1.054  -0.932
C  -0.702  -1.132  1.116
C  -0.041  0.424  -0.983
C  0.926  0.902  -2.257
S  0.721  -0.418  0.327

Partial atomic charges computed with the Löwdin method, in multiples of e: 0.05 0.05 0.04 0.01 -0.04 0.69 -0.48 -1.07 -0.03 0.78

--- 2 ---
A cluster of 2 separate species, C3H5BrS in total. Source: the OMol25 dataset; level of theory: ωB97M-V/def2-TZVPD.

Values from the calculation:
Total charge: 0
Kohn-Sham gap: 6.739 eV
E_HOMO: -0.3067 Eh

Element x y z (Å)
Br  -0.019  -1.619  -2.401
H  -0.538  -1.758  0.059
H  0.482  1.336  -0.944
C  0.226  -1.359  -0.586
C  0.061  0.994  1.125
H  -1.263  0.921  -0.537
H  1.251  -1.366  -0.259
S  -1.048  0.662  2.323
H  1.085  1.182  1.441
C  -0.239  1.006  -0.220

Partial atomic charges computed with the Löwdin method, in multiples of e: 0.66 0.01 0.06 -0.51 -0.78 0.06 0.01 0.58 0.05 -0.14

--- 3 ---
An isolated molecule of C3H5BrS. Source: the OMol25 dataset; level of theory: ωB97M-V/def2-TZVPD.

Values from the calculation:
Total charge: 0
Kohn-Sham gap: 8.380 eV
Structure (SMILES): CS/C=C/Br
E_HOMO: -0.2894 Eh

Element x y z (Å)
C  0.578  -0.416  -0.506
H  1.329  1.386  -1.336
Br  3.198  -0.422  -1.743
H  -0.828  0.359  1.907
H  -1.643  -1.107  1.162
H  0.549  -1.448  -0.223
H  -2.487  0.589  1.116
C  -1.530  0.047  1.199
S  -0.813  0.586  -0.370
C  1.646  0.427  -1.205

Partial atomic charges computed with the Löwdin method, in multiples of e: -0.50 -0.03 0.67 0.00 0.08 0.05 0.03 -0.39 0.79 -0.70

Ordering by calculated energy gives the sequence 3, 2, 1, with the first entry being the most stable.

--- 1 ---
A structure of composition C19H28N2O4. Source: the OMol25 dataset; level of theory: ωB97M-V/def2-TZVPD.

Values from the calculation:
Total charge: 0
Kohn-Sham gap: 8.714 eV
E_HOMO: -0.3136 Eh

Element x y z (Å)
H  -2.663  -2.060  -0.009
H  2.550  -1.632  1.703
C  -3.581  -2.102  -0.708
C  -3.477  2.394  0.903
H  -5.411  2.440  -0.097
H  7.559  -0.975  0.211
H  6.710  -0.572  -1.560
C  -4.195  2.478  -0.222
H  -3.902  1.279  1.796
C  -0.414  0.180  0.832
O  -2.895  1.238  -1.812
C  7.065  -0.200  -0.508
C  -5.057  -1.657  0.893
C  -3.914  1.106  -0.963
H  5.876  2.228  -1.050
H  7.805  0.681  -0.974
H  -0.684  1.098  -1.137
H  5.694  -1.130  1.486
H  -5.746  0.522  0.675
H  6.582  1.143  0.956
C  -1.718  0.576  1.166
H  1.666  0.485  -2.152
H  -4.273  -1.245  1.548
C  1.789  -0.827  1.057
H  -3.418  3.213  1.648
H  -3.755  3.152  -0.733
C  -4.053  -1.163  -1.429
H  4.333  -0.003  1.422
H  -3.354  -3.203  -1.477
H  0.301  -0.919  2.532
H  -5.979  -1.791  1.811
H  5.090  -1.784  -0.961
H  -3.243  -0.832  -2.320
O  -4.708  -2.710  0.133
H  -6.449  -0.831  -0.505
H  4.515  2.009  -0.125
C  5.102  -0.606  0.858
C  5.990  0.328  0.073
C  -5.545  -0.393  -0.096
N  -4.464  0.080  -0.969
N  -2.110  1.938  0.985
C  0.068  0.374  -0.545
C  2.176  -0.754  -0.387
H  3.834  -2.309  0.487
C  4.299  -1.309  -0.090
O  -2.431  -0.066  2.140
H  -1.647  2.393  0.413
H  -5.008  -1.396  -2.214
O  3.225  -0.803  -0.966
C  5.223  1.466  -0.573
C  0.516  -0.551  1.363
H  4.906  0.933  -1.515
C  1.224  0.091  -0.997

Partial atomic charges computed with the Löwdin method, in multiples of e: 0.17 0.17 -0.19 -0.25 0.19 0.14 0.11 -0.11 0.23 -0.19 -0.08 -0.17 -0.26 -0.44 0.09 0.16 0.15 0.10 0.15 0.20 -0.27 0.21 0.07 -0.02 0.13 0.06 -0.29 0.15 0.23 0.19 0.19 0.19 0.21 -0.14 0.11 0.04 -0.19 -0.59 -0.06 -0.04 0.09 -0.05 -0.38 0.17 -0.18 -0.09 0.02 0.22 0.03 -0.06 -0.14 0.10 -0.06

--- 2 ---
An isolated molecule of C19H28N2O4. Source: the OMol25 dataset; level of theory: ωB97M-V/def2-TZVPD.

Values from the calculation:
Total charge: 0
Kohn-Sham gap: 8.829 eV
Structure (SMILES): CC[C@@H](C)Oc1cccc(OCCCCN2C(=O)NC(C)(C)C2=O)c1
E_HOMO: -0.3007 Eh

Element x y z (Å)
H  -0.915  -1.623  0.713
O  4.018  0.037  4.217
C  1.479  -1.216  1.845
H  -0.454  1.369  -2.886
H  0.330  -3.018  2.124
H  2.450  1.995  3.693
C  1.085  -2.360  2.523
O  0.979  -0.801  0.647
O  -0.991  -0.232  -4.679
H  5.689  1.650  5.380
H  -5.806  -1.024  -2.441
H  -6.099  1.122  -3.907
C  2.458  -0.382  2.388
C  3.449  2.381  3.908
N  -3.264  -0.579  -4.628
H  2.723  0.493  1.818
C  -4.390  -0.177  -3.817
C  -0.447  -0.846  -1.252
H  -1.952  0.440  -0.385
H  -1.172  -1.468  -1.780
H  0.436  -0.743  -1.884
H  -5.899  0.103  -5.343
H  3.116  -2.077  5.224
H  4.617  1.135  2.570
N  -2.365  0.654  -3.036
C  5.816  1.550  4.305
H  -0.315  1.109  -0.382
H  -5.619  -1.954  -3.938
H  0.306  -2.570  -0.184
H  6.242  2.466  3.906
C  2.649  -1.846  4.281
H  -3.347  -1.117  -5.472
H  -4.848  1.507  -5.094
H  4.667  4.063  3.287
H  3.686  3.365  1.998
O  -4.217  1.213  -1.804
H  6.502  0.729  4.114
C  -1.034  0.535  -0.968
C  -1.340  1.307  -2.250
C  4.468  1.261  3.652
H  2.932  4.363  3.241
C  -3.692  0.657  -2.735
C  3.702  3.618  3.056
C  -2.082  -0.086  -4.194
C  -0.049  -1.554  0.039
C  3.049  -0.689  3.603
C  -5.375  0.696  -4.596
H  -1.695  2.311  -2.003
H  -4.368  -2.021  -2.688
C  1.682  -2.661  3.739
H  1.378  -3.552  4.267
H  3.478  2.644  4.967
C  -5.093  -1.377  -3.181

Partial atomic charges computed with the Löwdin method, in multiples of e: 0.13 -0.02 -0.26 0.13 0.10 0.11 -0.04 -0.05 0.10 0.09 0.09 0.09 0.06 -0.20 0.15 0.12 -0.46 -0.16 0.12 0.12 0.13 0.08 0.11 0.14 0.06 -0.03 0.12 0.08 0.13 0.08 -0.02 0.16 0.09 0.07 0.07 0.12 0.08 -0.16 -0.12 -0.39 0.07 -0.39 -0.09 -0.50 -0.21 -0.26 0.00 0.13 0.09 -0.08 0.11 0.12 0.00

Ordering by calculated energy gives the sequence 2, 1, with the first entry being the most stable.

--- 1 ---
A cluster of 2 separate species, C2H4O3P in total. Source: the OMol25 dataset; level of theory: ωB97M-V/def2-TZVPD.

Values from the calculation:
Total charge: -1
Kohn-Sham gap (alpha / beta): 7.242 / 7.243 eV
E_HOMO (alpha / beta): -0.1147 / -0.1147 Eh

Element x y z (Å)
P  -0.345  -1.630  -0.409
H  1.418  0.598  0.128
H  0.393  1.505  -0.961
C  -0.591  0.716  0.702
C  0.622  1.341  0.094
H  0.939  2.281  0.557
O  0.964  -2.175  0.018
H  -1.408  -2.314  0.255
O  -0.620  -1.522  -1.860
O  -1.372  1.201  1.476

Partial atomic charges computed with the Löwdin method, in multiples of e: 0.37 0.05 0.07 -0.39 -0.14 0.06 -0.48 -0.02 -0.48 -0.04

--- 2 ---
A cluster of 2 separate species, C2H4O3P in total. Source: the OMol25 dataset; level of theory: ωB97M-V/def2-TZVPD.

Values from the calculation:
Total charge: -1
Kohn-Sham gap: 8.897 eV
E_HOMO: -0.1830 Eh

Element x y z (Å)
H  -1.074  0.950  -0.230
C  0.802  0.214  0.216
H  -0.715  -0.426  -1.218
O  -3.363  1.294  0.654
C  -0.376  0.244  -0.451
O  -3.313  -1.224  0.893
H  1.526  -0.532  -0.048
P  -3.410  -0.044  0.020
O  -3.693  -0.181  -1.440
H  0.909  1.141  0.937

Partial atomic charges computed with the Löwdin method, in multiples of e: -0.02 -0.07 0.05 -0.39 -0.09 -0.37 0.02 0.19 -0.39 0.08

Ordering by calculated energy gives the sequence 2, 1, with the first entry being the most stable.

--- 1 ---
The ion C3H2FO3 with charge -1. Source: the OMol25 dataset; level of theory: ωB97M-V/def2-TZVPD.

Values from the calculation:
Total charge: -1
Kohn-Sham gap: 8.495 eV
Structure (SMILES): O=C([O-])CC(=O)F
E_HOMO: -0.1636 Eh

Element x y z (Å)
O  2.674  -1.410  0.580
F  1.581  0.515  0.829
C  1.746  -0.727  0.255
C  -0.742  -1.855  -0.166
H  0.329  -0.101  -1.311
O  -1.272  -1.108  0.670
H  0.954  -1.907  -1.711
O  -1.040  -2.903  -0.724
C  0.569  -1.171  -0.921

Partial atomic charges computed with the Löwdin method, in multiples of e: 0.08 0.03 -0.40 -0.77 0.10 -0.07 0.10 -0.06 0.00

--- 2 ---
The ion C3H2FO3 with charge -1. Source: the OMol25 dataset; level of theory: ωB97M-V/def2-TZVPD.

Values from the calculation:
Total charge: -1
Kohn-Sham gap: 8.287 eV
Structure (SMILES): O=C([O-])[C@@H]1O[C@H]1F
E_HOMO: -0.1524 Eh

Element x y z (Å)
C  1.210  -0.272  0.257
C  -1.509  0.005  0.007
F  2.331  0.450  0.366
H  1.021  -1.114  1.083
C  -0.009  0.303  -0.409
O  -2.039  0.995  0.444
O  -1.826  -1.222  0.033
H  -0.025  1.419  -0.703
O  0.846  -0.562  -1.079

Partial atomic charges computed with the Löwdin method, in multiples of e: -0.32 -0.73 0.03 0.19 -0.20 -0.03 -0.09 0.15 0.01

Ordering by calculated energy gives the sequence 1, 2, with the first entry being the most stable.

--- 1 ---
A cluster of 2 separate species, C5H10NO in total. Source: the OMol25 dataset; level of theory: ωB97M-V/def2-TZVPD.

Values from the calculation:
Total charge: +1
Kohn-Sham gap: 3.090 eV
E_HOMO: -0.4469 Eh

Element x y z (Å)
C  -2.295  -1.092  -1.423
H  -3.255  -0.701  -1.775
C  0.438  0.872  1.027
H  -2.752  -3.102  -2.007
H  -1.009  -2.914  -1.368
H  2.135  2.091  0.775
H  2.221  -0.226  -0.543
H  -0.185  2.891  0.748
N  2.632  0.112  0.310
H  0.094  -0.154  0.928
C  -0.467  1.857  0.915
H  2.230  1.013  2.138
H  -1.516  1.609  0.877
C  -1.936  -2.448  -1.696
O  -1.579  -0.387  -0.727
C  1.920  1.060  1.090
H  3.324  -0.482  0.731

Partial atomic charges computed with the Löwdin method, in multiples of e: -0.23 0.14 -0.14 0.11 0.11 0.13 0.09 0.08 0.07 0.09 0.07 0.14 0.06 0.35 0.12 -0.27 0.09

--- 2 ---
The ion C5H10NO with charge +1. Source: the OMol25 dataset; level of theory: ωB97M-V/def2-TZVPD.

Values from the calculation:
Total charge: +1
Kohn-Sham gap: 7.983 eV
Structure (SMILES): C=[NH+]CCCC=O
E_HOMO: -0.5215 Eh

Element x y z (Å)
C  0.791  -1.045  0.901
C  0.460  -2.255  0.021
H  1.703  -0.582  0.504
H  0.829  -3.163  0.525
H  -1.276  -0.408  1.474
C  -0.381  1.218  0.460
H  -0.400  -0.142  -0.950
H  -1.315  1.742  0.690
H  0.441  1.154  -2.858
C  -0.267  -0.014  1.303
N  -0.561  0.885  -1.040
H  0.334  2.020  0.584
H  1.112  -1.442  1.869
H  -0.213  0.383  2.342
H  -1.039  2.198  -2.576
C  -0.330  1.511  -2.135
O  0.109  -2.060  -1.113

Partial atomic charges computed with the Löwdin method, in multiples of e: -0.14 -0.20 0.14 0.14 0.14 -0.11 0.12 0.13 0.14 -0.18 0.07 0.14 0.12 0.15 0.12 0.19 0.06

Ordering by calculated energy gives the sequence 2, 1, with the first entry being the most stable.

--- 1 ---
The ion C5H10NO with charge +1. Source: the OMol25 dataset; level of theory: ωB97M-V/def2-TZVPD.

Values from the calculation:
Total charge: +1
Kohn-Sham gap: 9.033 eV
Structure (SMILES): C=[N+](/C=C/C)OC
E_HOMO: -0.5199 Eh

Element x y z (Å)
C  0.161  1.011  -0.037
H  -2.312  -2.017  -0.389
H  1.472  2.127  2.393
C  -1.450  0.128  -1.540
H  -1.843  0.953  -2.141
H  -0.113  1.901  -0.441
H  1.811  2.679  0.809
C  1.090  0.792  0.927
H  1.142  -0.278  1.328
H  -1.088  -3.394  0.267
C  -1.267  -2.489  -0.445
H  -1.965  -0.697  -1.897
H  -0.912  -2.763  -1.503
O  -0.447  -1.441  -0.028
H  2.984  1.567  1.830
C  1.895  1.909  1.466
N  -0.622  0.043  -0.577

Partial atomic charges computed with the Löwdin method, in multiples of e: -0.07 0.12 0.07 0.18 0.15 0.12 0.05 -0.03 0.15 0.16 -0.08 0.07 0.12 -0.11 0.16 -0.05 0.00

--- 2 ---
The ion C5H10NO with charge +1. Source: the OMol25 dataset; level of theory: ωB97M-V/def2-TZVPD.

Values from the calculation:
Total charge: +1
Kohn-Sham gap: 10.545 eV
Structure (SMILES): C=CC[C@@H]([NH3+])C=O
E_HOMO: -0.5260 Eh

Element x y z (Å)
C  0.254  -1.431  -2.227
N  -1.267  0.003  1.042
H  1.316  1.122  -0.921
O  0.811  -0.097  2.594
H  1.518  1.686  2.083
H  -0.388  1.047  -1.371
C  -0.123  0.907  0.699
H  0.802  -1.516  -0.226
C  0.382  0.591  -0.742
H  0.089  -0.854  -3.121
H  0.245  -2.507  -2.302
H  -2.178  0.366  0.761
H  -0.480  1.928  0.568
C  0.441  -0.882  -1.038
H  -1.133  -0.400  1.978
H  -1.165  -0.796  0.396
C  0.876  0.834  1.827

Partial atomic charges computed with the Löwdin method, in multiples of e: 0.06 0.23 0.14 0.09 0.15 0.13 -0.24 0.12 -0.13 0.08 0.08 0.19 0.16 -0.21 0.17 0.14 -0.15

--- 3 ---
The ion C5H10NO with charge +1. Source: the OMol25 dataset; level of theory: ωB97M-V/def2-TZVPD.

Values from the calculation:
Total charge: +1
Kohn-Sham gap: 9.744 eV
Structure (SMILES): C[C@]1([NH3+])C=COC1
E_HOMO: -0.4933 Eh

Element x y z (Å)
H  0.899  1.860  1.027
H  2.808  -1.493  0.048
O  2.191  0.409  -0.121
H  -0.818  -0.440  2.074
C  1.912  -0.900  0.013
C  -0.272  -0.021  -0.003
N  -1.117  0.082  -1.252
C  -1.235  0.027  1.206
H  -1.768  0.866  -1.098
C  0.640  -1.246  0.051
H  -2.280  -0.441  0.932
H  -1.299  1.189  1.354
H  -1.494  -0.887  -1.211
H  0.942  1.777  -0.862
H  0.249  -2.216  -0.160
C  1.107  1.246  0.065
H  -0.464  0.187  -2.061

Partial atomic charges computed with the Löwdin method, in multiples of e: 0.16 0.15 -0.05 0.08 -0.09 -0.39 0.23 -0.03 0.18 -0.04 0.13 0.12 0.18 0.11 0.11 -0.02 0.19

Ordering by calculated energy gives the sequence 2, 3, 1, with the first entry being the most stable.